Formula: C43H34Cl3GeNO2PSSiTi
Source: the OMol25 dataset
Level of theory: ωB97M-V/def2-TZVPD

```
88
Properties=species:S:1:pos:R:3:forces:R:3
Ti -0.5614 -1.0884 2.5152 0.08 -1.33 -0.22
O -2.1696 1.7982 4.2325 -0.18 0.06 0.13
C -1.1730 1.7828 3.5281 0.14 -0.16 -0.23
O -0.6748 0.7264 2.9721 -0.26 1.58 0.45
C -0.3958 3.0541 3.2663 0.26 -0.15 -0.26
C -0.5383 4.0964 4.1746 0.01 0.00 0.02
C 0.2131 5.2514 4.0438 0.00 0.03 0.02
C 1.1173 5.3687 2.9960 0.01 0.02 -0.03
C 1.2432 4.3453 2.0699 -0.08 -0.02 0.05
C 0.4845 3.1798 2.1776 -0.38 -0.01 0.12
P 0.6634 1.7990 0.9445 0.95 0.34 -0.14
C 2.4262 1.4490 1.4887 0.10 0.04 -0.18
C 2.5882 0.7878 2.7095 0.01 -0.03 -0.04
C 3.8388 0.3729 3.1443 -0.05 0.07 0.00
C 4.9668 0.6288 2.3766 -0.01 0.00 0.01
C 4.8301 1.3234 1.1835 -0.04 0.03 -0.01
C 3.5758 1.7365 0.7470 -0.07 -0.11 0.07
C 0.9651 2.6991 -0.6383 -0.32 0.05 -0.05
C 0.3339 3.9073 -0.9452 0.03 -0.03 -0.02
C 0.3817 4.4339 -2.2312 0.01 -0.03 -0.02
C 1.0460 3.7570 -3.2454 0.02 0.02 0.08
C 1.6337 2.5295 -2.9698 0.02 -0.03 0.06
C 1.5739 2.0002 -1.6889 0.01 0.03 0.03
H -1.2439 3.9677 4.9859 0.02 -0.01 -0.02
H 0.1069 6.0568 4.7618 -0.01 -0.02 0.00
H 1.7282 6.2595 2.8994 -0.02 0.00 -0.01
H 1.9428 4.4518 1.2490 0.01 -0.03 0.01
H 1.7360 0.5706 3.3407 -0.04 -0.06 0.01
H 3.9083 -0.1637 4.0830 0.00 -0.02 -0.03
H 5.9431 0.2859 2.6999 -0.01 0.01 0.01
H 5.7027 1.5346 0.5745 -0.01 0.02 0.01
H 3.4970 2.2679 -0.1913 0.02 0.01 -0.02
H -0.2258 4.4277 -0.1766 0.05 0.01 -0.02
H -0.1206 5.3709 -2.4462 0.01 -0.01 0.03
H 1.0790 4.1673 -4.2482 -0.02 -0.01 0.01
H 2.1075 1.9581 -3.7603 -0.02 0.01 0.02
H 1.9818 1.0104 -1.5089 0.02 0.03 -0.02
S -2.7166 2.2141 0.6976 -0.12 -0.03 -0.05
C -3.1691 0.6486 1.1327 -0.31 0.21 -0.25
N -3.8391 0.4195 2.2511 0.41 -0.35 0.34
C -4.1617 -0.9190 2.7761 0.08 -0.04 0.08
C -4.3808 -1.8740 1.6750 -0.14 0.10 -0.01
C -3.7814 -1.6996 0.5047 0.00 0.17 -0.22
C -2.8344 -0.5436 0.2800 0.42 -0.32 0.42
H -3.7696 1.1557 2.9445 -0.10 0.11 -0.04
H -5.0620 -0.8087 3.3885 0.02 0.00 0.01
H -4.9663 -2.7593 1.8932 0.00 0.01 -0.07
H -3.8840 -2.4139 -0.3040 0.01 -0.04 0.06
H -2.8771 -0.2428 -0.7641 0.00 0.08 -0.02
Cl 0.9102 -2.7511 1.9358 0.74 -0.42 -0.21
Si -2.6220 -1.5121 3.9839 -0.67 -0.12 -0.27
Cl -2.1876 -3.4704 3.0607 -0.18 0.05 0.42
Cl 0.5050 -1.3003 4.8065 0.15 0.05 0.31
C -1.4049 -1.0209 0.7280 -0.24 0.32 -0.28
Ge -0.5065 -1.7203 -0.8482 -0.34 -0.53 -0.35
C 1.3927 -2.2176 -1.1191 0.09 0.11 0.20
C 1.7062 -3.2928 -1.9506 -0.01 0.11 0.05
C 3.0300 -3.6266 -2.2261 -0.01 0.05 0.01
C 4.0655 -2.8965 -1.6605 -0.04 0.02 0.01
C 3.7716 -1.8345 -0.8107 -0.06 0.01 -0.08
C 2.4495 -1.5028 -0.5501 -0.03 -0.04 -0.13
C -1.4225 -3.4410 -1.3164 -0.14 0.01 0.06
C -1.3389 -4.4853 -0.3865 0.02 -0.03 -0.10
C -2.0259 -5.6777 -0.5781 -0.01 0.06 -0.05
C -2.8172 -5.8558 -1.7092 0.07 0.06 0.00
C -2.9159 -4.8307 -2.6404 -0.01 0.01 0.03
C -2.2331 -3.6330 -2.4371 0.09 -0.02 0.07
C -0.8056 -0.6109 -2.4904 -0.03 0.15 0.07
C -1.3464 0.6781 -2.4623 0.06 0.02 -0.01
C -1.5855 1.3868 -3.6359 0.02 -0.06 -0.06
C -1.2598 0.8335 -4.8675 0.01 -0.06 0.11
C -0.6777 -0.4294 -4.9150 -0.02 0.06 0.03
C -0.4574 -1.1376 -3.7389 0.00 0.06 0.05
H 0.9054 -3.8910 -2.3733 0.05 -0.01 -0.02
H 3.2495 -4.4612 -2.8835 -0.01 -0.01 0.03
H 5.0971 -3.1566 -1.8716 -0.01 -0.01 0.01
H 4.5685 -1.2684 -0.3421 -0.02 0.01 0.00
H 2.2324 -0.6958 0.1375 0.07 -0.02 0.02
H -0.7289 -4.3540 0.5010 -0.05 0.00 0.02
H -1.9536 -6.4652 0.1645 0.01 0.02 -0.02
H -3.3540 -6.7859 -1.8632 0.00 0.01 0.02
H -3.5333 -4.9589 -3.5242 0.01 0.02 0.03
H -2.3360 -2.8349 -3.1649 -0.03 -0.03 0.00
H -1.5738 1.1605 -1.5144 -0.02 -0.06 -0.06
H -2.0209 2.3786 -3.5816 0.04 -0.01 0.03
H -1.4484 1.3836 -5.7828 0.01 0.00 0.00
H -0.3989 -0.8626 -5.8699 0.00 -0.01 0.01
H 0.0013 -2.1206 -3.7931 -0.03 0.03 -0.03
```
Positions in Å, forces in eV/Å.

Results
energy relative to the best compared isomer or geometry (same formula, charge and spin): 19.1 kcal per mole
orbital gap (spin up / spin down): 5.97 / 5.95 eV
charge: -2
E: -7200.407236 Ha
2S+1: 2
expectation value of S²: 1.035



Formula: C24H32ClN4PTl
Source: the OMol25 dataset
Level of theory: ωB97M-V/def2-TZVPD

```
63
Properties=species:S:1:pos:R:3:forces:R:3
Tl 0.3587 0.1399 0.1816 -0.31 -0.55 -0.29
N 0.3650 -2.3908 0.3151 -0.06 0.18 -0.09
C 0.0641 -2.7531 -1.0819 -0.01 -0.05 0.04
C -1.3503 -2.3252 -1.3813 -0.17 -0.09 -0.20
N -1.5148 -0.8497 -1.3663 0.65 0.11 0.46
C -2.8153 -0.4574 -0.7982 -0.08 0.09 -0.10
C -2.8252 0.8675 -0.0547 -0.12 -0.03 -0.03
N -1.8072 0.8919 1.0173 0.65 -0.13 -0.26
C -1.2503 -0.3220 -2.7169 -0.18 0.09 -0.10
C -0.9526 1.1637 -2.7869 0.03 -0.08 -0.06
N 0.2555 1.5042 -2.0109 -0.13 -0.18 0.50
H 1.2724 -2.7599 0.5851 0.02 0.09 0.04
H -0.3180 -2.8213 0.9344 0.05 0.00 0.05
H 0.1548 -3.8245 -1.2660 0.06 0.00 0.03
H 0.7776 -2.2341 -1.7291 0.04 -0.11 -0.04
H -2.0090 -2.7625 -0.6304 -0.01 0.00 -0.01
H -1.6651 -2.7357 -2.3439 -0.04 0.07 -0.02
H -3.1178 -1.2303 -0.0913 -0.04 -0.02 -0.04
H -3.5844 -0.4159 -1.5760 0.01 -0.06 -0.01
H -3.8284 0.9785 0.3605 0.05 0.13 0.09
H -2.6463 1.7181 -0.7038 -0.02 0.04 0.04
H -2.0833 0.2784 1.7813 0.02 0.08 0.08
H -1.7236 1.8317 1.3965 -0.02 -0.05 0.14
H -2.1057 -0.5166 -3.3726 0.01 -0.13 0.03
H -0.3932 -0.8668 -3.1184 -0.04 -0.02 -0.04
H -1.7831 1.7536 -2.4136 -0.01 0.04 -0.08
H -0.8355 1.4147 -3.8422 0.06 0.10 0.03
H 0.2460 2.4863 -1.7528 0.15 0.04 -0.12
H 1.0885 1.3498 -2.5716 0.07 0.07 0.07
Cl 0.6027 -0.4467 3.1917 0.00 0.00 0.04
C 2.3013 -0.1565 3.5042 0.22 0.01 -0.07
C 2.6871 -0.0792 4.8276 -0.09 0.01 0.09
C 4.0270 0.1026 5.1426 0.01 -0.01 -0.03
C 4.9804 0.2013 4.1398 0.08 0.01 -0.04
C 4.5910 0.1532 2.8134 -0.10 -0.07 0.08
C 3.2417 -0.0307 2.4769 -0.11 -0.02 -0.04
P 2.9572 0.0001 0.7129 -0.93 0.51 -0.08
C 3.6243 1.4854 0.0017 0.07 -0.02 -0.25
C 4.7989 1.4645 -0.7563 0.02 0.06 0.16
C 5.3118 2.6590 -1.2429 0.03 -0.02 -0.05
C 4.6551 3.8554 -0.9956 -0.01 -0.02 0.01
C 3.4847 3.8759 -0.2393 -0.04 0.03 -0.03
C 2.9658 2.6950 0.2549 0.00 -0.08 -0.05
C 3.5096 -1.4778 -0.0802 0.01 -0.19 -0.04
C 3.7354 -2.6270 0.6902 0.16 0.11 0.00
C 4.2015 -3.7773 0.0750 -0.08 -0.06 0.00
C 4.4388 -3.7860 -1.2952 0.00 0.03 -0.02
C 4.1892 -2.6529 -2.0661 -0.08 -0.04 -0.03
C 3.7005 -1.5043 -1.4699 -0.03 -0.02 0.09
H 1.9469 -0.1629 5.6119 0.00 -0.02 -0.01
H 4.3235 0.1635 6.1812 -0.01 -0.02 0.00
H 6.0264 0.3199 4.3872 -0.01 0.03 0.01
H 5.3352 0.2425 2.0302 0.02 0.05 0.02
H 5.3253 0.5375 -0.9413 0.02 0.01 0.00
H 6.2288 2.6512 -1.8167 -0.01 0.00 -0.01
H 5.0497 4.7792 -1.3974 0.02 0.00 0.04
H 2.9822 4.8142 -0.0458 0.01 0.00 0.01
H 2.0496 2.7063 0.8395 0.04 0.06 0.07
H 3.5789 -2.6079 1.7629 0.06 0.00 0.01
H 4.3875 -4.6666 0.6623 0.03 0.02 0.01
H 4.8191 -4.6818 -1.7684 0.01 0.01 0.01
H 4.3759 -2.6709 -3.1316 -0.01 -0.01 0.00
H 3.4862 -0.6288 -2.0716 0.09 0.01 -0.01
```
Positions in Å, forces in eV/Å.

Results
orbital gap: 6.89 eV
charge: +3
E: -2125.855884 Ha
2S+1: 1



Q: Which of these has the lowest 2S+1?
A: C24H32ClN4PTl



Q: Which of these has the lowest E?
A: C43H34Cl3GeNO2PSSiTi



Q: The lowest E belongs to which entry?
A: C43H34Cl3GeNO2PSSiTi